Entry one
{"formula": "C4H7NO", "method": "ωB97M-V/def2-TZVPD", "lumo_ev": 1.0, "charge": 0, "smiles": "C[C@H]1CC(=O)N1", "homo_lumo_gap_ev": 10.64, "elements": ["C", "C", "C", "C", "O", "N", "H", "H", "H", "H", "H", "H", "H"], "coordinates": [[-1.580, -0.391, 0.329], [-0.340, -0.065, -0.498], [0.553, 1.116, 0.013], [1.678, 0.065, 0.122], [2.850, -0.024, 0.398], [0.867, -0.932, -0.270], [-2.026, -1.338, 0.005], [-1.321, -0.469, 1.391], [-2.345, 0.391, 0.213], [-0.619, 0.051, -1.556], [0.763, 1.912, -0.706], [0.249, 1.538, 0.977], [1.286, -1.836, -0.386]], "nbo_charge": [-0.623, -0.016, -0.511, 0.681, -0.605, -0.637, 0.216, 0.214, 0.218, 0.192, 0.232, 0.228, 0.411]}



Entry two
{"formula": "C4H7NO", "method": "ωB97M-V/def2-TZVPD", "lumo_ev": [0.2, 0.2], "charge": 0, "homo_lumo_gap_ev": [7.55, 7.51], "elements": ["C", "C", "C", "C", "N", "O", "H", "H", "H", "H", "H", "H", "H"], "coordinates": [[2.165, 0.723, 0.030], [-1.828, -0.828, -0.436], [1.108, -0.316, -0.202], [-0.956, 0.061, 0.326], [-0.643, 0.889, 1.125], [1.259, -1.388, -0.701], [-2.202, 1.026, 1.434], [2.121, 1.048, 1.071], [1.952, 1.593, -0.595], [3.162, 0.326, -0.181], [-1.226, -1.573, -0.959], [-2.518, -1.321, 0.250], [-2.394, -0.242, -1.162]], "nbo_charge": [-0.751, -0.729, 0.557, 0.317, -0.411, -0.545, 0.053, 0.253, 0.248, 0.235, 0.272, 0.248, 0.254]}



Entry three
{"formula": "C4H7NO", "method": "ωB97M-V/def2-TZVPD", "lumo_ev": 0.9, "charge": 0, "smiles": "C[C@H]1NCC1=O", "homo_lumo_gap_ev": 10.14, "elements": ["C", "C", "N", "C", "C", "O", "H", "H", "H", "H", "H", "H", "H"], "coordinates": [[-1.712, -0.098, -0.260], [-0.409, -0.268, 0.511], [0.671, -1.065, -0.086], [1.660, 0.139, -0.305], [0.568, 1.048, 0.276], [0.543, 2.229, 0.491], [-2.412, -0.946, -0.242], [-1.481, 0.135, -1.301], [-2.211, 0.749, 0.227], [-0.707, -0.645, 1.518], [0.877, -1.885, 0.485], [1.841, 0.128, -1.378], [2.680, 0.423, 0.090]], "nbo_charge": [-0.622, -0.149, -0.636, -0.365, 0.607, -0.505, 0.214, 0.211, 0.220, 0.198, 0.375, 0.226, 0.226]}



It is entry two that is the least stable of them.



Entry one
{"formula": "C4H7NO", "method": "ωB97M-V/def2-TZVPD", "lumo_ev": 1.0, "charge": 0, "smiles": "C1NC12COC2", "homo_lumo_gap_ev": 10.47, "elements": ["C", "N", "C", "C", "O", "C", "H", "H", "H", "H", "H", "H", "H"], "coordinates": [[-1.163, -1.047, -0.412], [-0.828, -0.859, 1.000], [-0.097, -0.097, 0.012], [0.184, 1.423, 0.129], [1.584, 1.194, -0.067], [1.391, -0.213, -0.270], [-0.891, -2.062, -0.720], [-2.076, -0.694, -0.889], [-1.493, -0.316, 1.548], [-0.016, 1.795, 1.147], [-0.206, 2.146, -0.598], [1.985, -0.840, 0.402], [1.596, -0.481, -1.315]], "nbo_charge": [-0.258, -0.588, 0.027, -0.063, -0.530, -0.061, 0.201, 0.199, 0.358, 0.175, 0.183, 0.186, 0.172]}



Entry two
{"formula": "C4H7NO", "method": "ωB97M-V/def2-TZVPD", "lumo_ev": 0.5, "charge": 0, "homo_lumo_gap_ev": 9.36, "elements": ["C", "N", "C", "C", "C", "O", "H", "H", "H", "H", "H", "H", "H"], "coordinates": [[1.542, -0.055, -0.454], [0.116, 0.268, -0.601], [-0.848, 1.282, 0.551], [-0.666, -0.124, 0.670], [-1.138, -1.105, -0.322], [-0.801, -2.272, -0.211], [2.060, 0.800, -0.036], [1.995, -0.259, -1.430], [1.730, -0.938, 0.169], [-0.484, 1.961, 1.346], [-1.594, 1.703, -0.109], [-0.080, -0.502, 1.508], [-1.872, -0.752, -1.060]], "nbo_charge": [-0.445, -0.346, -0.180, -0.230, 0.405, -0.633, 0.201, 0.220, 0.204, 0.228, 0.220, 0.222, 0.136]}



Entry three
{"formula": "C4H7NO", "method": "ωB97M-V/def2-TZVPD", "lumo_ev": [0.8, 0.8], "charge": 0, "homo_lumo_gap_ev": [8.89, 8.89], "elements": ["C", "C", "C", "C", "N", "O", "H", "H", "H", "H", "H", "H", "H"], "coordinates": [[-0.396, -0.542, -0.243], [1.103, -0.467, -0.045], [1.365, -0.158, -1.609], [-1.329, -0.782, 0.866], [-0.689, -0.111, -1.424], [1.836, 1.061, -2.030], [1.460, 0.394, 0.633], [1.476, -1.524, 0.238], [1.579, -0.967, -2.279], [-0.663, -1.329, 1.585], [-2.210, -1.445, 0.615], [-1.655, 0.211, 1.251], [1.452, 1.662, -1.426]], "nbo_charge": [0.199, -0.530, 0.307, -0.683, -0.445, -0.654, 0.224, 0.221, 0.188, 0.212, 0.242, 0.240, 0.479]}



It is entry two that is the least stable of them.



Entry one
{"formula": "C4H7NO", "method": "ωB97M-V/def2-TZVPD", "lumo_ev": 0.9, "charge": 0, "smiles": "CC1=N[C@]1(C)O", "homo_lumo_gap_ev": 10.15, "elements": ["C", "C", "N", "C", "C", "O", "H", "H", "H", "H", "H", "H", "H"], "coordinates": [[-0.585, -0.698, 1.755], [-0.012, 0.416, 0.992], [0.095, 1.647, 0.823], [0.540, 0.729, -0.325], [1.944, 0.755, -0.823], [-0.592, 0.587, -1.430], [0.198, -1.187, 2.423], [-1.008, -1.546, 1.170], [-1.365, -0.346, 2.365], [2.675, 0.543, -0.002], [2.187, 1.799, -1.330], [2.050, -0.134, -1.611], [-0.194, 1.088, -2.235]], "nbo_charge": [-0.682, 0.250, -0.314, 0.278, -0.669, -0.752, 0.245, 0.253, 0.237, 0.237, 0.224, 0.232, 0.463]}



Entry two
{"formula": "C4H7NO", "method": "ωB97M-V/def2-TZVPD", "lumo_ev": -0.5, "charge": 0, "homo_lumo_gap_ev": 8.52, "elements": ["C", "C", "C", "N", "C", "O", "H", "H", "H", "H", "H", "H", "H"], "coordinates": [[1.447, -0.586, 0.328], [0.131, -0.023, 0.746], [-0.107, 1.292, 0.145], [-0.908, 0.485, -0.844], [-1.222, -0.893, -0.254], [-2.379, -1.132, 0.031], [1.498, -1.676, 0.410], [1.793, -0.265, -0.666], [2.149, -0.156, 1.060], [-0.755, 1.976, 0.695], [0.738, 1.812, -0.316], [-1.858, 0.851, -0.749], [-0.528, -1.684, -0.586]], "nbo_charge": [-0.736, 0.177, -0.337, -0.574, 0.413, -0.606, 0.227, 0.225, 0.261, 0.218, 0.195, 0.394, 0.144]}



It is entry two that is the least stable of them.